Entry 1:
122
Properties=species:S:1:pos:R:3:lowdin_charge:R:1 method="wB97M-V/def2-TZVPD" multiplicity=2 total_charge=-2 homo_ha="-0.0676 / -0.0690" e_lumo_ev="3.44 / 3.38" s_squared=0.76
Tl -0.32524 -0.19451 -0.09676 0.717
I 3.33839 -1.28700 -1.82942 1.111
Br 4.81188 -0.95937 -5.04449 0.696
Se 2.74781 0.49257 1.56791 0.622
Ge -1.50639 2.31233 1.72206 0.614
Cl 0.87141 -6.25931 -4.38787 0.592
Cl 1.76680 -7.29904 -1.48254 0.584
Si -0.83484 4.32623 0.61708 0.297
Si -3.89423 2.55406 1.90653 0.301
Si -0.47106 2.61306 3.87964 0.289
F -1.92102 1.44405 -6.40668 0.074
O -2.61039 -0.79197 -1.22698 -0.083
O -0.80948 -1.55821 -4.31635 0.004
O -3.20234 -0.63625 -7.78729 0.066
O -2.65966 1.46029 -1.31387 -0.141
O 1.78919 -3.57749 1.91620 -0.039
O -5.45148 -1.82588 -4.02938 0.064
N 0.31969 -2.70596 0.32462 0.042
N -3.97639 -0.07374 -3.85970 0.032
N 4.52693 1.75455 3.45710 -0.128
N -1.18519 -1.68037 2.36188 0.099
N 0.22333 -1.63418 -2.22706 -0.019
N 3.83913 -0.19104 4.09987 -0.122
N 0.43592 1.11917 -2.42683 0.067
N -4.22063 -1.23813 -5.84384 0.217
C 0.67756 0.80160 -4.77526 -0.016
C -0.04936 -3.09608 3.90404 -0.030
C 0.00463 1.01614 4.75167 -0.225
C 5.08987 1.51229 4.69883 -0.069
C 4.66158 0.29926 5.09692 -0.064
C -0.18208 -2.50877 2.64551 -0.197
C -3.37424 -0.43436 -6.60007 -0.407
C -1.35463 5.88132 1.55644 -0.228
C -4.48479 3.75786 3.24135 -0.231
C 4.72937 2.93829 2.64471 -0.037
C 3.73933 0.70748 3.08641 -0.711
C 1.05152 4.41730 0.45964 -0.239
C -1.01856 -2.85684 4.86309 -0.083
C 0.77231 -2.95917 1.54333 -0.519
C -4.60707 -1.10088 -4.52008 -0.464
C -3.08254 0.31031 -1.57854 -0.691
C 6.42214 1.03972 -3.89574 -0.159
C -4.33431 0.24533 -2.47336 -0.032
C 6.92144 1.85570 -2.89416 -0.110
C -2.78916 0.61693 -5.80116 -0.198
C 0.93057 2.34647 -2.55788 -0.131
C -4.60822 3.23206 0.30590 -0.225
C 0.31049 0.35431 -3.50930 -0.216
C 5.42782 0.11110 -3.60834 -0.739
C 1.22021 2.06686 -4.90238 -0.069
C 1.13958 3.57398 3.72780 -0.243
C 1.35156 2.86414 -3.77269 -0.065
C -2.09963 -1.43776 3.29471 -0.142
C 0.41540 -3.89784 -3.15188 -0.048
C -4.78359 0.93802 2.27886 -0.236
C -2.08106 -2.02059 4.55149 -0.090
C 4.91137 -0.01237 -2.32039 -0.723
C -1.45034 3.61497 5.15169 -0.233
C 0.64298 -3.50179 -0.76905 -0.244
C 1.19015 -5.66534 -1.73437 -0.694
C 0.36554 -3.00580 -2.07536 -0.264
C 0.82471 -5.21190 -2.98849 -0.693
C -3.07379 0.74180 -4.50486 0.054
C 1.09993 -4.81666 -0.64284 -0.055
C -0.17801 -1.07602 -3.36053 -0.516
C 3.18065 -1.49362 4.08360 -0.032
C 5.42711 0.81583 -1.32472 -0.161
C 6.42220 1.73851 -1.60419 -0.101
C -1.56138 4.44869 -1.11066 -0.223
H -4.55051 0.56338 3.28050 0.011
H -4.05370 2.82903 -0.54638 -0.007
H 5.01409 0.73073 -0.32541 0.032
H 1.53575 2.43069 -5.87349 0.101
H 5.65833 3.41713 2.95092 0.086
H 0.53059 0.14880 -5.62425 0.118
H -2.43335 3.18601 5.35091 -0.001
H -2.60343 1.50345 -3.89233 0.153
H 0.41774 0.29940 4.03553 0.003
H -0.95325 -3.32401 5.83930 0.095
H -5.86565 1.09926 2.22191 0.025
H 0.99806 2.93106 -1.64424 0.078
H -4.84485 1.20964 -2.46201 0.123
H -4.51617 0.16140 1.55452 0.030
H -2.44273 5.92737 1.66900 0.008
H 1.50567 3.42305 0.53874 -0.001
H 0.14018 -3.53995 -4.13211 0.095
H 2.13204 -1.39860 4.36140 0.074
H -1.60174 4.64266 4.80590 0.017
H 1.76706 3.11980 2.95995 -0.024
H 1.67635 3.54961 4.68436 0.032
H -1.67260 3.44755 -1.53801 -0.001
H 1.37743 -5.17740 0.33601 0.095
H 4.86397 -0.25504 5.99576 0.112
H -2.88466 -0.74218 3.01634 0.075
H -4.64965 -2.00916 -6.33132 0.160
H -0.89682 3.64451 6.09738 0.023
H 3.69111 -2.14685 4.78936 0.091
H -4.10630 4.76886 3.06256 0.012
H -1.02862 6.77519 1.01235 0.024
H 6.80604 2.37153 -0.81214 0.094
H 0.76096 1.22365 5.51788 0.027
H 0.96909 4.61946 3.45350 0.012
H -0.91428 5.90778 2.55893 0.006
H -5.66474 2.95986 0.20709 0.027
H -0.85211 0.54026 5.23396 0.016
H -4.17607 3.45965 4.24290 -0.005
H 1.48010 5.04373 1.24643 0.012
H 4.78396 2.64380 1.59848 0.062
H -5.58044 3.79104 3.21796 0.024
H -0.92340 5.04939 -1.76765 0.025
H 3.89844 3.63464 2.75496 0.076
H -4.99770 -0.53496 -2.11652 0.122
H 5.73607 2.22151 5.18431 0.108
H 1.33482 4.84487 -0.50780 0.020
H 0.79870 -3.74400 4.07910 0.107
H -2.86809 -1.81191 5.26574 0.094
H -2.55759 4.90136 -1.08533 0.018
H 6.79227 1.11831 -4.90940 0.087
H 3.22325 -1.92023 3.08184 0.060
H -4.53110 4.32464 0.27448 0.019
H 7.69122 2.58209 -3.12537 0.093
H 1.77257 3.86026 -3.82884 0.094

---

Entry 2:
122
Properties=species:S:1:pos:R:3:lowdin_charge:R:1 method="wB97M-V/def2-TZVPD" multiplicity=2 total_charge=-2 homo_ha="-0.0655 / -0.0649" e_lumo_ev="3.42 / 3.12" s_squared=0.76
Tl 0.19426 1.02094 -0.41890 0.720
I -3.15663 2.68577 1.34049 1.124
Br -6.52580 3.18502 0.47592 0.691
Se -0.58592 0.07173 2.84357 0.638
Ge 1.92259 -1.81584 -0.28062 0.608
Cl -1.03449 8.38850 0.64705 0.586
Cl -2.75944 7.77193 -1.96027 0.594
Si 2.85272 -2.34374 1.92001 0.341
Si 3.57675 -2.28812 -1.99497 0.335
Si 0.36978 -3.65354 -0.51676 0.335
F -3.82075 0.25786 -5.98431 0.071
O 0.86584 1.58936 -2.93390 -0.078
O -2.46392 2.96320 -3.40936 0.007
O 0.93865 2.51285 -6.98024 0.063
O -3.47445 2.24512 -7.96900 0.064
O 0.47503 -0.62795 -2.96578 -0.157
O 0.96837 4.21717 2.64671 -0.031
N -2.40183 0.18178 -1.28097 0.070
N -1.29793 2.40487 -7.33365 0.214
N -0.51943 -1.61789 5.15515 -0.140
N 2.86067 2.01078 0.60092 0.098
N -1.54529 2.84024 -1.27766 -0.034
N -0.31650 1.04143 -5.73721 0.025
N 0.75594 0.12749 5.34740 -0.119
N 0.52971 3.50884 0.47528 0.043
C 1.23004 3.59042 1.60357 -0.515
C 5.15295 1.99396 1.27013 -0.089
C 0.08943 -1.68933 6.39274 -0.067
C 4.09885 1.55197 0.48640 -0.151
C -1.87601 6.50780 -1.14574 -0.699
C -0.53690 -3.59214 -2.18078 -0.221
C -1.95843 5.21127 -1.62373 -0.049
C -0.36703 4.46249 0.05793 -0.263
C -2.98071 1.11329 -2.03164 -0.221
C -2.58055 1.87062 -7.23294 -0.406
C -1.09445 6.78227 -0.03579 -0.699
C -4.37755 -1.14466 -1.37805 -0.070
C 0.69562 0.48699 -3.48947 -0.693
C -2.63858 0.85868 -6.20669 -0.190
C -1.26504 4.15849 -1.01538 -0.282
C 4.87718 2.91970 2.26626 -0.082
C -1.55471 0.51162 -5.49867 0.058
C -5.58373 -0.14674 3.59306 -0.102
C 4.74650 -3.76911 -1.67442 -0.229
C -0.34755 5.77476 0.54839 -0.055
C 0.88004 -0.60309 6.51081 -0.062
C -1.45528 -2.56331 4.59431 -0.044
C -0.95447 -3.62132 0.86736 -0.239
C -4.78116 1.63086 2.16153 -0.700
C -6.09423 1.83305 1.73432 -0.738
C 3.57977 3.37709 2.40783 -0.021
C -3.07023 -0.92228 -0.97674 -0.132
C -4.27969 0.95640 -2.51374 -0.011
C 2.59254 2.92347 1.53004 -0.196
C -0.10769 -0.49267 4.50326 -0.726
C -7.13400 1.04764 2.21165 -0.159
C 1.53262 -3.00895 3.13069 -0.243
C 0.84322 0.48227 -5.04761 -0.031
C 4.19569 -3.70605 1.99655 -0.230
C -4.98939 -0.17865 -2.16651 -0.072
C -4.54898 0.62911 3.10162 -0.157
C -6.88114 0.05526 3.14321 -0.110
C 3.58922 -0.86756 2.87607 -0.226
C -0.13739 2.02701 -6.68351 -0.460
C -2.25399 2.41571 -2.31804 -0.523
C 1.16065 -5.39444 -0.38855 -0.226
C 1.40140 1.39194 5.05644 -0.031
C 4.77031 -0.85226 -2.36804 -0.238
C 2.71779 -2.70786 -3.63177 -0.223
H -4.70423 1.72423 -3.14470 0.117
H 4.18139 -4.69962 -1.58067 0.006
H 5.32794 -3.64038 -0.75916 -0.006
H -2.58512 4.99115 -2.47536 0.096
H 1.64938 -5.53496 0.57963 0.003
H -0.62452 -2.54765 -2.48900 -0.003
H -0.08215 -2.50635 7.07040 0.111
H 4.59789 -3.81045 3.00800 0.020
H 3.35253 -2.49301 -4.49556 0.026
H 1.72375 1.84604 5.99182 0.091
H -0.71206 -4.32407 1.66800 0.006
H 3.29996 4.08894 3.17192 0.107
H -4.90151 -2.04418 -1.08100 0.093
H 0.98520 -0.54321 -5.39629 0.120
H -2.21329 -2.01876 4.03352 0.067
H 6.15466 1.61165 1.11907 0.095
H -1.91998 -3.13379 5.39733 0.090
H 2.42514 -3.76038 -3.67646 0.017
H -2.52999 -1.64756 -0.37519 0.091
H -0.95327 -3.24234 3.90241 0.063
H 1.92043 -5.52837 -1.16331 0.003
H 5.44034 -0.64818 -1.52838 0.010
H 4.24903 0.78872 -0.27002 0.077
H 4.59168 -0.61650 2.52461 0.015
H 1.16956 -3.99917 2.84256 0.014
H 2.96023 0.01699 2.74116 -0.001
H -1.94529 -3.87726 0.48330 0.019
H 2.26491 1.24627 4.40558 0.073
H 4.21780 0.06340 -2.59430 0.026
H -1.60974 -0.23547 -4.71596 0.155
H 1.70500 1.08444 -5.31672 0.121
H -1.01138 -2.61970 1.30494 -0.018
H 1.80893 -2.10833 -3.70569 -0.013
H 0.02737 -4.11389 -2.95731 0.015
H 5.44587 -3.87721 -2.50777 0.021
H 0.67574 -2.33060 3.15152 -0.051
H 1.52603 -0.29273 7.31246 0.112
H -7.69391 -0.56146 3.50654 0.093
H 0.41356 -6.18364 -0.50929 0.020
H -6.00921 -0.31111 -2.50777 0.100
H -3.52801 0.46448 3.42263 0.041
H 5.03061 -3.48681 1.32690 -0.005
H 0.70826 2.05783 4.54177 0.072
H -5.38074 -0.91882 4.32630 0.095
H 3.65026 -1.08025 3.94740 0.024
H -1.53793 -4.02797 -2.13174 0.021
H -8.13563 1.21854 1.84062 0.088
H 1.93047 -3.07810 4.14780 0.034
H 0.27965 5.99878 1.39805 0.096
H -1.18078 3.14183 -8.00981 0.159
H 3.77838 -4.67001 1.69366 0.010
H 5.39081 -1.08649 -3.23689 0.021
H 5.66317 3.27399 2.92316 0.095

---

Energy above the lowest of the compared OMol25 structures with the same formula, charge and spin list, top to bottom, in kcal per mole: 8.2; 17.5